102
Properties=species:S:1:pos:R:3:forces:R:3 method="wB97M-V/def2-TZVPD" total_charge=+2 s_squared=0.7537 orbital_gap_ev="7.630 / 7.053" spin_multiplicity=2 de_lowest_kcal_mol=0.0
Re -0.2451 -0.3651 -0.2191 -0.3 0.5 0.7
N 0.8828 1.4958 -0.3822 0.0 -0.9 0.3
C 0.8090 2.3856 0.7969 -0.2 0.0 -0.2
C 1.0832 1.5033 1.9746 0.1 -0.4 0.1
N 0.1257 0.3609 1.8512 -0.3 0.0 -0.2
C 0.3160 -0.7183 2.8659 0.1 0.2 0.0
C 1.1332 -1.8094 2.2272 0.2 0.2 -0.1
N 0.3971 -2.1428 0.9925 -0.1 0.0 -0.2
H 1.8606 1.2319 -0.5422 0.0 -0.1 0.0
H 0.5182 1.9677 -1.1970 -0.1 0.1 -0.1
H -0.1975 2.8079 0.8239 0.0 0.0 0.0
H 1.5383 3.1865 0.7074 0.0 0.1 0.1
H 0.9166 1.9863 2.9347 0.0 0.2 0.0
H 2.1004 1.1177 1.9167 -0.1 -0.1 0.1
H -0.7972 0.7723 2.0249 0.1 -0.2 -0.1
H -0.6704 -1.0841 3.1537 0.0 0.0 0.0
H 0.7972 -0.3055 3.7489 0.0 0.0 0.1
H 1.2394 -2.6825 2.8670 0.0 0.0 0.1
H 2.1141 -1.4311 1.9374 -0.1 -0.1 0.1
H -0.4731 -2.5921 1.2774 -0.1 0.0 -0.1
H 0.8806 -2.8596 0.4650 0.2 0.1 -0.1
O -2.8665 2.1748 -2.9821 0.0 0.3 0.1
As -2.6555 1.5161 -1.3795 0.2 -0.3 -0.3
O -2.3980 2.6541 -0.2641 0.0 0.2 0.2
O -1.2044 0.5623 -1.6514 -0.5 0.0 0.1
C -4.1545 0.2975 -1.3318 0.0 0.1 -0.1
C -5.2768 0.6570 -2.0586 -0.1 0.0 0.0
C -6.4129 -0.1513 -2.0506 0.0 0.0 0.0
C -6.4363 -1.3253 -1.3213 0.1 0.0 0.0
C -5.3152 -1.7051 -0.5892 -0.1 -0.1 0.0
C -4.1954 -0.8964 -0.6071 0.1 -0.1 0.1
S -2.7986 -1.3898 0.3222 -0.1 0.1 -0.1
O -1.7102 -1.8832 -0.5973 0.2 -0.2 -0.2
O -3.1342 -2.3161 1.3455 -0.1 0.0 0.0
O -2.1815 -0.0898 0.7623 0.1 0.2 0.3
H -2.7940 3.1448 -2.9449 0.0 -0.3 0.0
H -5.2760 1.5679 -2.6385 0.0 0.0 0.0
H -7.2814 0.1516 -2.6201 0.0 0.0 0.0
H -7.3205 -1.9476 -1.3117 0.0 0.0 0.0
H -5.3173 -2.6116 0.0037 0.0 0.0 0.0
Cl 7.9100 -0.1553 -2.0395 0.0 0.0 0.1
C 6.4624 0.0082 -2.9758 0.1 0.0 0.1
C 5.7433 1.1890 -2.9222 0.0 0.0 0.0
C 4.6269 1.3322 -3.7280 -0.1 0.0 0.0
C 4.1999 0.3138 -4.5756 0.0 0.0 0.0
C 3.0227 0.5088 -5.5180 0.0 -0.1 0.0
C 1.8450 -0.4668 -5.2737 0.0 0.1 0.0
N 1.6612 -0.9208 -3.8891 -0.1 0.0 0.2
C 2.0144 -2.1529 -3.3780 0.0 -0.1 0.0
C 1.5642 -2.1874 -2.1005 0.2 0.1 0.1
N 0.9559 -0.9799 -1.8083 0.0 0.0 -0.2
C 1.0269 -0.2577 -2.9223 0.0 -0.1 0.0
O 2.6305 1.8651 -5.5980 0.0 0.0 0.0
C 1.6194 2.3118 -4.7100 0.0 0.1 0.0
C 1.6810 3.7962 -4.6031 0.1 0.1 0.1
C 1.8688 4.4781 -3.4365 0.0 0.0 -0.1
Cl 2.0331 3.7847 -1.8598 0.2 0.3 -0.3
S 1.8962 6.1779 -3.6359 0.0 -0.1 0.0
C 1.6553 6.0007 -5.3213 0.0 0.0 0.0
C 1.5574 4.6993 -5.6962 0.0 0.0 -0.1
C 4.9590 -0.8552 -4.5990 -0.1 0.0 0.0
Cl 4.5420 -2.1517 -5.6852 0.1 0.0 -0.1
C 6.0829 -1.0274 -3.8087 0.0 0.0 0.0
H 6.0775 2.0042 -2.2928 0.0 0.0 0.0
H 4.1196 2.2863 -3.7399 -0.1 0.0 0.0
H 3.3831 0.2848 -6.5227 0.0 -0.1 -0.1
H 1.9770 -1.3597 -5.8726 0.1 0.0 0.0
H 0.9175 0.0017 -5.5982 0.0 0.0 0.0
H 2.5414 -2.8807 -3.9729 -0.1 0.0 0.1
H 1.6637 -2.9880 -1.3891 0.0 0.0 -0.1
H 0.5684 0.7049 -3.0568 -0.1 -0.3 0.0
H 1.7521 1.8882 -3.7106 0.2 0.2 -0.2
H 0.6345 2.0109 -5.0911 0.0 0.0 0.1
H 1.6041 6.8785 -5.9480 0.0 -0.1 0.0
H 1.4150 4.3797 -6.7200 0.0 0.0 0.1
H 6.6661 -1.9358 -3.8728 0.0 0.0 0.0
C 7.5176 -0.2958 1.5801 -0.1 0.0 0.0
N 6.1976 -0.7946 1.2129 -0.1 0.0 -0.1
N 5.1526 0.0753 0.9402 0.1 -0.1 0.1
C 4.1078 -0.6392 0.3707 0.0 0.1 0.4
O 2.9610 -0.1375 0.2829 0.1 -0.2 -0.5
C 4.6172 -1.9451 0.1465 0.0 -0.1 0.0
C 5.8901 -1.9922 0.6778 -0.1 0.2 0.0
C 6.8602 -3.1170 0.7058 0.0 0.0 0.0
C 4.9303 1.2404 1.7294 0.0 0.0 0.0
C 5.0583 1.2099 3.1121 0.0 0.0 -0.1
C 4.7948 2.3631 3.8398 0.0 0.0 0.1
C 4.3874 3.5211 3.1927 0.0 0.1 0.0
C 4.2528 3.5372 1.8095 0.0 0.0 0.0
C 4.5330 2.3969 1.0718 0.0 0.0 0.1
H 7.5099 0.7874 1.5057 0.0 0.0 0.0
H 8.2657 -0.6845 0.8961 0.0 0.0 0.0
H 7.7638 -0.5771 2.6033 0.0 0.0 0.0
H 4.0966 -2.7651 -0.3223 0.0 0.1 0.0
H 6.4003 -4.0126 0.2948 0.0 0.0 0.0
H 7.1850 -3.3298 1.7250 0.0 0.0 0.0
H 7.7437 -2.8830 0.1100 0.0 0.0 0.0
H 5.3634 0.2974 3.6101 0.0 0.0 0.0
H 4.9087 2.3553 4.9168 0.0 0.0 0.0
H 4.1877 4.4183 3.7652 0.0 0.0 0.0
H 3.9562 4.4483 1.3019 0.0 0.0 0.0
H 4.4560 2.3875 -0.0077 0.0 0.0 0.0

---

97
Properties=species:S:1:pos:R:3:forces:R:3 method="wB97M-V/def2-TZVPD" total_charge=-1 orbital_gap_ev=6.231 de_lowest_kcal_mol=0.0
In -0.1004 0.1771 -0.0601 -0.1 -0.2 -0.1
C 2.1430 -2.2840 -3.0278 0.0 0.1 0.4
Si 1.3899 -3.4491 -1.7400 0.0 -0.3 -0.6
C -0.4286 -3.7322 -2.1676 0.2 0.2 0.3
C 2.4305 -5.0557 -1.6551 -0.3 0.3 0.2
C 2.7436 -6.0866 -2.5326 0.1 -0.2 -0.1
C 3.5869 -7.1119 -2.1215 -0.1 0.0 -0.1
C 4.1172 -7.1132 -0.8368 0.0 0.0 0.2
C 3.8019 -6.0939 0.0538 0.1 -0.2 0.0
C 2.9613 -5.0627 -0.3486 -0.3 0.3 0.1
Si 2.2626 -3.4769 0.4592 0.6 -0.2 0.4
C 3.6780 -2.2699 0.8080 -0.3 0.0 -0.2
C 1.3284 -3.8539 2.0564 -0.1 0.1 -0.3
H 2.1155 -2.7277 -4.0250 0.0 -0.1 0.0
H 3.1816 -2.0501 -2.7853 0.0 -0.1 0.0
H 1.5770 -1.3518 -3.0586 -0.1 0.0 0.0
H -0.5430 -4.1960 -3.1487 0.1 0.0 0.0
H -0.9415 -2.7677 -2.1933 0.0 0.0 -0.1
H -0.9229 -4.3653 -1.4292 0.0 0.0 0.0
H 2.3287 -6.1034 -3.5351 0.0 0.0 0.0
H 3.8315 -7.9185 -2.8029 0.0 0.0 0.0
H 4.7735 -7.9182 -0.5260 0.0 0.0 0.0
H 4.2097 -6.1126 1.0592 0.0 0.0 0.0
H 4.0819 -2.3789 1.8162 0.0 0.0 0.0
H 3.3146 -1.2459 0.7206 0.1 0.0 0.0
H 4.4891 -2.4031 0.0906 0.0 0.0 -0.1
H 1.9916 -4.3024 2.7988 0.1 0.0 -0.1
H 0.4993 -4.5419 1.8826 0.0 0.0 0.0
H 0.9217 -2.9323 2.4716 0.0 0.0 0.0
C -2.8666 -1.3567 4.5356 -0.1 0.0 0.0
C -2.6947 -1.8094 3.2322 -0.1 0.0 0.0
C -1.5255 -1.5564 2.5407 0.0 0.0 0.0
C -0.4590 -0.8382 3.1296 0.0 0.2 0.0
C -0.6772 -0.3419 4.4377 0.0 -0.1 0.0
C -1.8494 -0.6113 5.1203 0.0 0.0 0.0
N 0.6383 -0.5584 2.3794 0.1 -0.3 -0.4
C 1.8452 -0.2424 2.9325 0.0 0.0 0.0
C 2.3653 -0.8634 4.0915 -0.1 0.1 -0.1
C 3.6439 -0.5920 4.5387 0.0 0.1 0.0
C 4.4582 0.3166 3.8688 0.1 0.0 0.1
C 3.9671 0.9421 2.7314 0.0 0.1 -0.1
C 2.6897 0.6768 2.2710 -0.1 -0.1 0.2
H -3.7767 -1.5730 5.0803 0.0 0.0 0.0
H -3.4875 -2.3750 2.7562 0.0 0.0 0.0
H -1.4052 -1.9274 1.5274 0.0 -0.1 0.0
H 0.0922 0.2597 4.9046 0.0 0.0 0.0
H -1.9785 -0.2260 6.1264 0.0 0.0 0.0
H 1.7462 -1.5833 4.6124 0.0 0.0 0.0
H 4.0113 -1.0961 5.4258 0.0 0.0 0.0
H 5.4607 0.5201 4.2231 0.0 0.0 0.0
H 4.5870 1.6508 2.1936 0.0 0.0 0.0
H 2.3147 1.1615 1.3754 0.1 0.1 0.0
C -2.9335 5.2582 -1.4078 0.2 -0.1 0.0
C -3.3414 3.9765 -2.0535 -0.1 0.1 -0.1
C -3.9654 3.8983 -3.2628 0.0 0.0 0.0
C -4.3062 2.6124 -3.7499 0.1 0.1 0.3
N -4.1373 1.5277 -3.0352 -0.1 -0.1 -0.4
C -3.5509 1.5909 -1.8196 0.1 0.2 0.3
S -3.4192 0.2901 -0.8047 0.2 -0.2 0.3
N -3.0914 2.8300 -1.3871 -0.1 -0.2 -0.3
C -4.8918 2.4538 -5.1163 0.0 -0.1 0.0
H -3.5006 6.0850 -1.8280 0.0 0.0 0.0
H -1.8733 5.4409 -1.5870 0.0 0.0 0.0
H -3.0943 5.2111 -0.3306 0.0 0.1 0.0
H -4.1729 4.7868 -3.8397 0.0 0.0 0.0
H -2.5379 2.8276 -0.5398 -0.1 0.0 0.1
H -5.5735 3.2707 -5.3522 0.0 0.0 0.0
H -5.4019 1.4968 -5.1854 0.0 0.0 0.0
H -4.0847 2.4637 -5.8518 0.0 0.0 0.0
F -1.3572 3.7207 -6.4290 0.0 0.0 0.0
C -1.0949 2.7700 -5.5032 0.0 0.0 0.0
C -1.1896 1.4218 -5.8218 0.0 0.1 0.0
F -1.5254 1.0810 -7.0779 0.0 0.0 0.0
C -0.9493 0.4493 -4.8783 0.0 -0.1 0.3
F -1.0571 -0.8405 -5.2391 0.0 0.0 -0.1
C -0.5970 0.7417 -3.5273 0.0 0.4 -0.3
O -0.3597 -0.1420 -2.6521 0.1 -0.2 0.3
C -0.5195 2.1389 -3.2705 0.0 -0.3 0.2
F -0.1893 2.5244 -2.0080 0.0 0.1 -0.1
C -0.7494 3.1167 -4.2104 0.0 0.0 -0.1
F -0.6401 4.4189 -3.8774 0.0 0.0 0.1
C -2.7871 2.2968 2.7070 0.0 -0.1 0.0
O -1.6434 3.1376 2.8521 0.2 -0.1 0.0
P -0.1801 2.5122 2.3917 -0.5 0.8 0.1
O 0.7160 3.6318 3.1743 0.1 0.0 -0.1
C 1.2112 3.3084 4.4696 0.0 -0.1 0.1
O -0.0339 3.1600 0.8915 0.0 -0.1 0.1
C 0.0210 4.5660 0.6683 0.0 0.1 -0.1
H -3.3545 2.3171 3.6375 0.0 0.0 0.0
H -2.5047 1.2618 2.4934 0.0 0.0 0.0
H -3.4201 2.6614 1.8936 0.0 0.0 0.0
H 1.8974 4.1031 4.7567 0.0 0.0 0.0
H 1.7487 2.3571 4.4608 0.0 0.0 0.0
H 0.3972 3.2550 5.1976 0.0 0.0 0.0
H -0.0494 4.7122 -0.4086 0.0 0.0 0.0
H 0.9652 4.9755 1.0261 0.0 0.0 0.0
H -0.8009 5.0744 1.1772 0.0 0.0 0.0